ORCA calculation (wB97M-V/def2-TZVPD) on the ion C12H12NO2 with charge -1 at a distorted geometry.

## Properties
Structure (SMILES) = CC(C)[C@@](C#N)(C(=O)[O-])c1ccccc1
E_tot = -669.72063 hartree
Total charge = -1
Kohn-Sham gap = 7.6 eV
Energy relative to the best compared isomer or geometry (same formula, charge and spin) = 0.000 eV

Positions of all 27 atoms, in Å:
1 C -2.96 0.33 -0.46
2 C -1.53 0.73 -0.40
3 C -1.50 1.88 0.71
4 C -0.57 -0.33 0.07
5 C -1.07 -0.83 1.47
6 N -1.46 -1.22 2.49
7 C -0.84 -1.79 -0.96
8 O -0.95 -1.40 -2.10
9 O -0.82 -2.87 -0.47
10 C 0.86 -0.28 0.02
11 C 1.58 -1.26 0.77
12 C 2.97 -1.24 0.65
13 C 3.68 -0.27 -0.09
14 C 2.93 0.75 -0.71
15 C 1.55 0.78 -0.62
16 H -3.33 -0.06 0.40
17 H -3.53 1.21 -0.73
18 H -3.15 -0.34 -1.42
19 H -1.12 1.20 -1.36
20 H -1.81 1.62 1.72
21 H -2.26 2.61 0.43
22 H -0.43 2.25 0.69
23 H 1.01 -2.07 1.18
24 H 3.53 -2.06 1.12
25 H 4.85 -0.30 -0.07
26 H 3.38 1.47 -1.28
27 H 1.01 1.47 -1.06



ORCA calculation (wB97M-V/def2-TZVPD) on the molecule C12H12O2 at a distorted geometry.

## Properties
E_tot = -614.84617 hartree
Kohn-Sham gap = 7.0 eV
Energy relative to the best compared isomer or geometry (same formula, charge and spin) = 1.925 eV

Positions of all 26 atoms, in Å:
1 C 3.93 -0.01 -0.01
2 C 3.44 1.26 -0.28
3 C 3.08 -1.10 -0.07
4 C 2.11 1.44 -0.63
5 C 1.75 -0.94 -0.41
6 C 1.25 0.34 -0.71
7 C -2.39 1.56 0.68
8 C -3.30 1.32 -0.29
9 C -0.14 0.53 -1.02
10 C -1.46 0.48 0.68
11 C -1.98 -0.52 -0.37
12 C -2.43 -1.89 0.13
13 O -3.13 0.16 -0.95
14 O -0.94 -0.62 -1.30
15 H 4.97 -0.14 0.25
16 H 4.10 2.11 -0.23
17 H 3.46 -2.09 0.16
18 H 1.73 2.43 -0.83
19 H 1.09 -1.79 -0.48
20 H -2.35 2.42 1.32
21 H -4.15 1.90 -0.59
22 H -0.46 1.44 -1.52
23 H -0.85 0.18 1.51
24 H -2.88 -2.44 -0.69
25 H -3.15 -1.76 0.94
26 H -1.56 -2.43 0.50



ORCA calculation (wB97M-V/def2-TZVPD) on the molecule C12H12SSi at a distorted geometry.

## Properties
Structure (SMILES) = C=C[Si@H](c1ccccc1)c1cccs1
E_tot = -1152.05708 hartree
Kohn-Sham gap = 9.2 eV

Positions of all 26 atoms, in Å:
1 C -0.14 2.76 -2.26
2 C -0.81 1.89 -1.55
3 Si -0.39 1.28 0.15
4 C 1.21 0.28 0.17
5 C 1.71 -0.32 -1.03
6 C 2.85 -1.01 -1.05
7 C 3.37 -1.36 0.20
8 C 2.96 -0.89 1.45
9 C 1.93 0.03 1.38
10 C -1.88 0.11 0.40
11 C -2.33 -0.55 1.60
12 C -3.35 -1.47 1.48
13 C -3.71 -1.54 0.15
14 S -2.92 -0.42 -0.85
15 H 0.95 3.01 -2.10
16 H -0.62 3.13 -3.22
17 H -1.93 1.71 -1.67
18 H -0.30 2.21 1.41
19 H 1.20 0.01 -1.88
20 H 3.27 -1.56 -1.85
21 H 4.28 -2.05 -0.02
22 H 3.46 -1.04 2.47
23 H 1.58 0.46 2.30
24 H -1.82 -0.50 2.59
25 H -4.06 -2.04 2.10
26 H -4.51 -2.14 -0.40



ORCA calculation (wB97M-V/def2-TZVPD) on a structure of composition C12H13AuClF3O6S.

## Properties
E_tot = -2210.20335 hartree
Kohn-Sham gap = 7.4 eV
Energy relative to the best compared isomer or geometry (same formula, charge and spin) = 0.034 eV

Positions of all 37 atoms, in Å:
1 Au 0.24 2.32 -0.07
2 C 0.26 -1.10 -0.70
3 C 1.71 -0.99 -1.02
4 C 2.65 -2.03 -0.56
5 O 2.18 -0.08 -1.74
6 C -3.12 -0.98 0.08
7 O -3.43 -2.09 0.20
8 O -2.81 0.13 -0.04
9 H -0.16 -1.76 -1.47
10 H -0.24 -0.14 -0.74
11 H 0.12 -1.56 0.28
12 H 2.49 -2.91 -1.20
13 H 2.41 -2.32 0.46
14 H 3.68 -1.70 -0.65
15 H 1.50 0.72 -2.02
16 Cl 2.56 0.49 1.96
17 C 0.96 -0.02 2.45
18 C 0.81 -1.34 2.84
19 C -0.45 -1.83 3.17
20 C -1.54 -0.96 3.11
21 C -1.36 0.36 2.74
22 C -0.11 0.88 2.39
23 C 0.04 2.30 1.96
24 H 1.68 -1.98 2.90
25 H -0.57 -2.85 3.48
26 H -2.52 -1.32 3.38
27 H -2.21 1.03 2.71
28 H 0.93 2.76 2.38
29 H -0.83 2.88 2.27
30 F -0.94 -0.02 -3.67
31 C -1.32 1.27 -3.71
32 F -2.20 1.47 -2.74
33 F -1.90 1.50 -4.88
34 S 0.15 2.36 -3.49
35 O -0.35 3.68 -3.33
36 O 1.04 2.02 -4.56
37 O 0.66 1.80 -2.17



ORCA calculation (wB97M-V/def2-TZVPD) on a structure of composition C12H13AuN4O3S2 at a distorted geometry.

## Properties
E_tot = -1841.91307 hartree
Total charge = -1
Kohn-Sham gap (alpha / beta) = 6.6 / 6.5 eV
Energy relative to the best compared isomer or geometry (same formula, charge and spin) = 0.000 eV
Multiplicity = 2
Expectation value of S² = 0.76

Positions of all 35 atoms, in Å:
1 Au -0.23 2.25 -0.45
2 O 2.05 2.14 -0.14
3 N 2.37 1.26 0.79
4 C 3.53 0.53 0.62
5 C 4.01 -0.29 1.59
6 C 3.30 -0.43 2.81
7 C 2.12 0.29 2.97
8 C 1.64 1.12 1.99
9 S 0.18 2.01 2.20
10 H 4.01 0.69 -0.33
11 H 4.93 -0.83 1.43
12 H 3.66 -1.09 3.59
13 H 1.54 0.20 3.88
14 N -0.29 5.19 -1.42
15 C -0.25 4.10 -1.04
16 C -2.58 -0.22 -3.01
17 N -2.85 -0.50 -1.63
18 C -2.88 -1.73 -1.03
19 C -2.98 -1.56 0.30
20 N -3.03 -0.21 0.54
21 C -2.88 0.45 -0.65
22 S -2.84 2.11 -0.87
23 H -2.83 -1.09 -3.61
24 H -1.51 0.00 -3.12
25 H -3.16 0.65 -3.32
26 H -2.81 -2.63 -1.61
27 H -3.04 -2.28 1.09
28 H -2.85 0.25 1.41
29 C 0.74 -2.04 -0.14
30 C 0.24 -0.77 -0.84
31 O 0.26 -0.68 -2.06
32 O -0.19 0.10 -0.03
33 H 0.56 -2.92 -0.76
34 H 0.26 -2.15 0.83
35 H 1.81 -1.93 0.01



ORCA calculation (wB97M-V/def2-TZVPD) on a structure of composition C12H13BrO2Yb at a distorted geometry.

## Properties
E_tot = -4348.46154 hartree
Total charge = -1
Kohn-Sham gap (alpha / beta) = 7.7 / 7.7 eV
Energy relative to the best compared isomer or geometry (same formula, charge and spin) = 0.000 eV
Multiplicity = 2
Expectation value of S² = 0.75

Positions of all 29 atoms, in Å:
1 C 1.60 0.81 -1.68
2 C 2.03 1.55 -0.53
3 C 2.61 0.63 0.39
4 H 1.90 2.62 -0.38
5 C 2.53 -0.68 -0.17
6 C 1.93 -0.57 -1.46
7 H 1.77 -1.38 -2.17
8 H 1.15 1.23 -2.58
9 H 3.05 0.88 1.36
10 H 2.89 -1.60 0.28
11 Yb 0.03 0.09 0.57
12 Br -0.31 2.24 2.15
13 C -2.59 -0.65 0.06
14 C -1.94 -1.43 -0.95
15 C -1.49 -0.54 -1.97
16 H -1.84 -2.51 -0.96
17 C -1.86 0.79 -1.59
18 C -2.54 0.71 -0.33
19 H -2.92 1.56 0.24
20 H -3.02 -1.04 0.98
21 H -0.98 -0.82 -2.89
22 H -1.67 1.70 -2.16
23 C 0.51 -2.60 4.07
24 C -0.11 -1.98 2.85
25 O -1.35 -1.88 2.84
26 O 0.68 -1.57 1.91
27 H 0.01 -2.18 4.96
28 H 1.58 -2.45 4.14
29 H 0.31 -3.69 4.05



ORCA calculation (wB97M-V/def2-TZVPD) on a structure of composition C12H13Cl2N2O3PtS4Sb at a distorted geometry.

## Properties
E_tot = -3673.14212 hartree
Total charge = -1
Kohn-Sham gap (alpha / beta) = 6.1 / 5.5 eV
Energy relative to the best compared isomer or geometry (same formula, charge and spin) = 0.402 eV
Multiplicity = 2
Expectation value of S² = 0.76

Positions of all 38 atoms, in Å:
1 Pt 0.18 0.12 0.10
2 S 3.55 3.24 1.71
3 Sb 2.67 2.62 -0.26
4 S 2.39 0.15 -0.21
5 S 0.21 2.35 0.12
6 C -3.59 1.09 0.64
7 S -2.35 0.07 -0.11
8 O -2.88 -1.33 -0.10
9 C -2.50 0.59 -1.83
10 C -2.56 -0.43 -2.77
11 C -2.64 -0.10 -4.12
12 C -2.65 1.22 -4.52
13 C -2.57 2.23 -3.57
14 C -2.50 1.92 -2.22
15 H -4.49 0.94 0.04
16 H -3.27 2.13 0.64
17 H -3.70 0.73 1.66
18 H -2.55 -1.45 -2.44
19 H -2.68 -0.90 -4.86
20 H -2.71 1.47 -5.57
21 H -2.56 3.27 -3.88
22 H -2.39 2.72 -1.50
23 N 0.10 -4.06 0.49
24 C 1.16 -4.02 -0.40
25 C 1.21 -2.74 -0.84
26 N 0.21 -2.01 -0.24
27 C -0.44 -2.83 0.56
28 H -0.20 -4.85 1.04
29 H 1.75 -4.89 -0.63
30 H 1.89 -2.29 -1.54
31 H -1.29 -2.57 1.16
32 Cl 0.92 -0.01 5.03
33 C -0.66 -0.58 4.49
34 Cl -0.87 -2.33 4.84
35 C -0.90 -0.37 2.98
36 O -2.05 -0.04 2.68
37 O 0.08 -0.63 2.24
38 H -1.42 -0.06 5.05



ORCA calculation (wB97M-V/def2-TZVPD) on a structure of composition C12H13Cl2N3O2S at a distorted geometry.

## Properties
E_tot = -2097.94461 hartree
Kohn-Sham gap = 8.7 eV
Energy relative to the best compared isomer or geometry (same formula, charge and spin) = 11.611 eV

Positions of all 33 atoms, in Å:
1 C -5.56 -2.82 -1.38
2 C -4.44 -1.73 -1.21
3 H -3.44 -1.95 -1.55
4 H -4.79 -0.86 -1.82
5 C -4.51 -1.52 0.12
6 C -3.58 -0.38 0.58
7 N -2.60 -0.09 -0.07
8 C -1.90 1.04 0.32
9 N -2.50 1.35 1.49
10 N -3.46 0.44 1.63
11 H -4.17 0.71 2.45
12 S -0.54 1.92 -0.36
13 O 0.57 1.86 0.65
14 O -0.89 3.05 -0.95
15 C 0.17 0.56 -1.61
16 C 1.45 0.08 -0.92
17 C 2.71 0.30 -1.68
18 C 3.89 0.02 -1.21
19 C 4.13 -0.58 -0.20
20 C 2.87 -0.99 0.70
21 C 1.61 -0.64 0.03
22 Cl 0.14 -0.96 1.18
23 H 2.98 -1.50 1.55
24 Cl 5.52 -1.13 0.60
25 H 4.81 0.52 -2.08
26 H 2.67 1.08 -2.64
27 H 0.22 0.91 -2.44
28 H -0.54 -0.04 -1.51
29 H -5.59 -1.03 0.73
30 H -4.24 -2.26 0.94
31 H -5.63 -2.96 -2.57
32 H -6.64 -2.52 -1.29
33 H -5.33 -3.67 -0.88